Here is a cluster of 9 separate species, C27H63N9O9 in total from OMol25. Energies are from ωB97M-V/def2-TZVPD.

ΔE to the lowest compared entry with this formula, charge and spin = 3.205 eV
Frontier orbital gap = 9.31 eV
Molecular weight = 657.9 g mol⁻¹
E_LUMO = 0.29 eV

Positions of all 108 atoms, in Å:
1 C 5.560 -7.087 -18.401
2 C 5.047 -5.953 -19.293
3 O 5.312 -5.921 -20.488
4 N 4.517 -4.914 -18.624
5 C 3.985 -3.696 -19.208
6 H 6.291 -7.644 -18.985
7 H 4.772 -7.835 -18.277
8 H 5.966 -6.670 -17.485
9 H 4.386 -4.965 -17.618
10 H 2.994 -3.419 -18.846
11 H 3.941 -3.910 -20.275
12 H 4.639 -2.866 -18.940
13 C 6.765 -2.765 -21.406
14 C 7.660 -2.662 -20.205
15 O 8.645 -3.344 -20.038
16 N 7.109 -1.880 -19.215
17 C 7.645 -1.764 -17.888
18 H 7.223 -3.440 -22.128
19 H 6.508 -1.791 -21.819
20 H 5.858 -3.314 -21.153
21 H 6.340 -1.307 -19.506
22 H 7.000 -2.270 -17.160
23 H 7.814 -0.746 -17.539
24 H 8.587 -2.301 -17.785
25 C 6.225 -7.187 -10.013
26 C 7.068 -7.326 -11.277
27 O 6.685 -6.802 -12.314
28 N 8.269 -7.964 -11.185
29 C 9.197 -7.987 -12.324
30 H 5.797 -8.189 -9.960
31 H 5.502 -6.422 -10.265
32 H 6.901 -6.837 -9.237
33 H 8.637 -8.130 -10.267
34 H 9.089 -8.917 -12.882
35 H 10.162 -7.791 -11.868
36 H 8.937 -7.195 -13.022
37 C 0.708 -4.441 -14.196
38 C 0.156 -5.258 -15.335
39 O -1.023 -5.584 -15.395
40 N 1.079 -5.882 -16.100
41 C 0.725 -6.633 -17.314
42 H 0.313 -3.431 -14.116
43 H 1.785 -4.300 -14.338
44 H 0.625 -5.008 -13.270
45 H 2.084 -5.802 -16.070
46 H 0.386 -7.633 -17.052
47 H 1.557 -6.590 -18.011
48 H -0.090 -6.092 -17.798
49 C 10.129 -7.407 -16.840
50 C 11.175 -7.302 -15.749
51 O 10.902 -6.790 -14.667
52 N 12.448 -7.693 -16.016
53 C 13.532 -7.692 -15.087
54 H 9.303 -8.046 -16.538
55 H 10.664 -7.773 -17.717
56 H 9.738 -6.399 -16.953
57 H 12.604 -8.102 -16.919
58 H 14.038 -6.764 -14.798
59 H 14.312 -8.218 -15.648
60 H 13.329 -8.204 -14.144
61 C 1.846 -9.700 -13.315
62 C 1.126 -8.789 -12.373
63 O 1.743 -7.950 -11.722
64 N -0.223 -8.926 -12.263
65 C -1.045 -7.821 -11.773
66 H 1.226 -10.372 -13.912
67 H 2.613 -10.268 -12.793
68 H 2.302 -9.061 -14.076
69 H -0.652 -9.680 -12.768
70 H -0.675 -7.498 -10.800
71 H -1.992 -8.269 -11.466
72 H -1.085 -7.032 -12.518
73 C 5.999 -9.651 -15.773
74 C 4.612 -9.970 -15.281
75 O 3.646 -10.032 -16.035
76 N 4.417 -10.201 -13.959
77 C 5.423 -10.081 -12.925
78 H 6.348 -8.663 -15.458
79 H 6.232 -9.723 -16.832
80 H 6.743 -10.334 -15.345
81 H 3.465 -10.392 -13.699
82 H 6.290 -10.689 -13.204
83 H 5.252 -10.479 -11.923
84 H 5.734 -9.045 -12.762
85 C 2.267 -6.482 -8.520
86 C 3.051 -5.390 -9.236
87 O 3.733 -4.538 -8.656
88 N 3.065 -5.409 -10.591
89 C 3.691 -4.463 -11.488
90 H 1.954 -6.138 -7.538
91 H 3.005 -7.262 -8.327
92 H 1.416 -6.754 -9.138
93 H 2.753 -6.278 -11.012
94 H 2.935 -4.291 -12.261
95 H 4.658 -4.856 -11.796
96 H 3.661 -3.467 -11.047
97 C 4.332 -7.206 -14.508
98 C 5.237 -6.178 -15.175
99 O 4.749 -5.230 -15.807
100 N 6.546 -6.334 -15.002
101 C 7.551 -5.366 -15.396
102 H 3.873 -7.793 -15.305
103 H 3.604 -6.623 -13.948
104 H 4.920 -7.861 -13.867
105 H 6.823 -7.062 -14.366
106 H 8.494 -5.543 -14.885
107 H 7.230 -4.387 -15.019
108 H 7.625 -5.203 -16.470

These are the Löwdin partial charges, in e, on atoms 1 to 99: atom 1 (C): 0.013, atom 2 (C): -0.540, atom 3 (O): 0.023, atom 4 (N): 0.018, atom 5 (C): -0.062, atom 6 (H): 0.083, atom 7 (H): 0.085, atom 8 (H): 0.046, atom 9 (H): 0.077, atom 10 (H): 0.080, atom 11 (H): 0.077, atom 12 (H): 0.063, atom 13 (C): -0.002, atom 14 (C): -0.547, atom 15 (O): 0.050, atom 16 (N): -0.010, atom 17 (C): -0.084, atom 18 (H): 0.089, atom 19 (H): 0.083, atom 20 (H): 0.051, atom 21 (H): 0.119, atom 22 (H): 0.073, atom 23 (H): 0.079, atom 24 (H): 0.080, atom 25 (C): 0.035, atom 26 (C): -0.538, atom 27 (O): 0.010, atom 28 (N): 0.017, atom 29 (C): -0.053, atom 30 (H): 0.090, atom 31 (H): 0.058, atom 32 (H): 0.091, atom 33 (H): 0.128, atom 34 (H): 0.083, atom 35 (H): 0.090, atom 36 (H): 0.055, atom 37 (C): -0.001, atom 38 (C): -0.558, atom 39 (O): 0.026, atom 40 (N): 0.011, atom 41 (C): -0.056, atom 42 (H): 0.086, atom 43 (H): 0.061, atom 44 (H): 0.074, atom 45 (H): 0.100, atom 46 (H): 0.082, atom 47 (H): 0.076, atom 48 (H): 0.084, atom 49 (C): 0.018, atom 50 (C): -0.525, atom 51 (O): 0.017, atom 52 (N): -0.002, atom 53 (C): -0.090, atom 54 (H): 0.080, atom 55 (H): 0.077, atom 56 (H): 0.076, atom 57 (H): 0.124, atom 58 (H): 0.087, atom 59 (H): 0.086, atom 60 (H): 0.087, atom 61 (C): 0.012, atom 62 (C): -0.508, atom 63 (O): 0.024, atom 64 (N): 0.018, atom 65 (C): -0.044, atom 66 (H): 0.108, atom 67 (H): 0.083, atom 68 (H): 0.084, atom 69 (H): 0.129, atom 70 (H): 0.076, atom 71 (H): 0.087, atom 72 (H): 0.085, atom 73 (C): 0.010, atom 74 (C): -0.563, atom 75 (O): 0.026, atom 76 (N): -0.011, atom 77 (C): -0.062, atom 78 (H): 0.058, atom 79 (H): 0.087, atom 80 (H): 0.081, atom 81 (H): 0.034, atom 82 (H): 0.085, atom 83 (H): 0.093, atom 84 (H): 0.053, atom 85 (C): 0.009, atom 86 (C): -0.550, atom 87 (O): 0.004, atom 88 (N): -0.009, atom 89 (C): -0.052, atom 90 (H): 0.081, atom 91 (H): 0.082, atom 92 (H): 0.061, atom 93 (H): 0.083, atom 94 (H): 0.063, atom 95 (H): 0.075, atom 96 (H): 0.091, atom 97 (C): 0.021, atom 98 (C): -0.531, atom 99 (O): -0.012

---

Here is a cluster of 5 separate species, C27H63NO3P in total from OMol25. Energies are from ωB97M-V/def2-TZVPD.

ΔE to the lowest compared entry with this formula, charge and spin = 0.000 eV
Frontier orbital gap = 7.63 eV
Molecular weight = 480.8 g mol⁻¹
Net charge = -1
E_LUMO = 2.23 eV

Positions of all 95 atoms, in Å:
1 N -4.010 -5.064 2.040
2 C -3.018 -4.461 2.111
3 O -1.824 -4.095 2.144
4 P -1.664 -2.248 2.353
5 O -0.084 -2.436 1.667
6 C -0.050 -1.996 0.362
7 C -1.464 -1.897 -0.250
8 O -2.359 -1.982 0.818
9 H -1.381 -0.844 2.595
10 H -1.157 -2.511 3.673
11 H -2.986 -2.166 2.887
12 H 0.361 -0.985 0.439
13 H 0.586 -2.560 -0.314
14 H -1.694 -2.771 -0.850
15 H -1.476 -0.981 -0.827
16 C -2.983 -8.966 -4.101
17 C -3.352 -9.686 -2.807
18 C -4.634 -9.160 -2.164
19 C -4.585 -7.693 -1.734
20 C -3.468 -7.342 -0.754
21 C -3.574 -8.074 0.578
22 H -2.786 -7.908 -3.931
23 H -2.083 -9.401 -4.541
24 H -3.787 -9.049 -4.836
25 H -2.521 -9.618 -2.101
26 H -3.484 -10.750 -3.023
27 H -4.876 -9.785 -1.300
28 H -5.462 -9.290 -2.869
29 H -5.546 -7.433 -1.281
30 H -4.491 -7.058 -2.621
31 H -3.503 -6.268 -0.559
32 H -2.491 -7.541 -1.207
33 H -4.525 -7.852 1.064
34 H -2.779 -7.753 1.250
35 H -3.491 -9.158 0.457
36 C -0.615 4.391 -2.723
37 C 0.044 4.477 -1.349
38 C 0.418 3.115 -0.767
39 C -0.756 2.169 -0.516
40 C -1.842 2.706 0.413
41 C -1.342 2.990 1.827
42 H -1.559 3.846 -2.684
43 H -0.828 5.389 -3.112
44 H 0.039 3.887 -3.438
45 H -0.614 5.015 -0.663
46 H 0.954 5.079 -1.434
47 H 0.967 3.270 0.167
48 H 1.120 2.621 -1.448
49 H -0.367 1.238 -0.095
50 H -1.213 1.898 -1.473
51 H -2.641 1.965 0.469
52 H -2.291 3.612 -0.008
53 H -0.926 2.087 2.278
54 H -2.163 3.332 2.459
55 H -0.573 3.765 1.836
56 C 6.889 -3.892 0.561
57 C 6.829 -2.368 0.527
58 C 5.634 -1.790 1.284
59 C 4.265 -2.196 0.738
60 C 4.019 -1.845 -0.727
61 C 4.054 -0.344 -1.004
62 H 6.021 -4.340 0.078
63 H 7.778 -4.255 0.040
64 H 6.932 -4.257 1.589
65 H 6.821 -2.025 -0.511
66 H 7.746 -1.970 0.972
67 H 5.716 -0.699 1.291
68 H 5.694 -2.100 2.331
69 H 3.493 -1.720 1.348
70 H 4.126 -3.272 0.870
71 H 3.038 -2.229 -1.011
72 H 4.745 -2.353 -1.371
73 H 3.310 0.178 -0.400
74 H 3.835 -0.141 -2.054
75 H 5.034 0.085 -0.786
76 C -0.618 6.825 1.585
77 C -0.800 8.255 2.086
78 C -0.894 9.283 0.960
79 C 0.348 9.382 0.073
80 C 1.643 9.708 0.814
81 C 1.619 11.064 1.513
82 H 0.315 6.707 1.032
83 H -0.594 6.128 2.421
84 H -1.442 6.534 0.930
85 H 0.017 8.512 2.767
86 H -1.717 8.307 2.678
87 H -1.115 10.263 1.392
88 H -1.751 9.036 0.326
89 H 0.171 10.150 -0.687
90 H 0.480 8.444 -0.473
91 H 2.464 9.699 0.092
92 H 1.870 8.924 1.541
93 H 1.430 11.867 0.798
94 H 2.577 11.265 1.996
95 H 0.849 11.107 2.284

The computed Löwdin charges, all in e, follow: atom 1 (N): 0.102, atom 2 (C): -0.549, atom 3 (O): -0.157, atom 4 (P): 0.519, atom 5 (O): -0.322, atom 6 (C): -0.297, atom 7 (C): -0.247, atom 8 (O): -0.327, atom 9 (H): -0.012, atom 10 (H): -0.010, atom 11 (H): 0.005, atom 12 (H): 0.087, atom 13 (H): 0.099, atom 14 (H): 0.106, atom 15 (H): 0.092, atom 16 (C): -0.118, atom 17 (C): -0.276, atom 18 (C): -0.237, atom 19 (C): -0.229, atom 20 (C): -0.269, atom 21 (C): -0.125, atom 22 (H): 0.065, atom 23 (H): 0.064, atom 24 (H): 0.070, atom 25 (H): 0.097, atom 26 (H): 0.099, atom 27 (H): 0.098, atom 28 (H): 0.104, atom 29 (H): 0.110, atom 30 (H): 0.098, atom 31 (H): 0.094, atom 32 (H): 0.097, atom 33 (H): 0.067, atom 34 (H): 0.065, atom 35 (H): 0.058, atom 36 (C): -0.110, atom 37 (C): -0.273, atom 38 (C): -0.222, atom 39 (C): -0.224, atom 40 (C): -0.255, atom 41 (C): -0.105, atom 42 (H): 0.066, atom 43 (H): 0.065, atom 44 (H): 0.073, atom 45 (H): 0.072, atom 46 (H): 0.102, atom 47 (H): 0.102, atom 48 (H): 0.106, atom 49 (H): 0.093, atom 50 (H): 0.102, atom 51 (H): 0.108, atom 52 (H): 0.095, atom 53 (H): 0.071, atom 54 (H): 0.070, atom 55 (H): 0.046, atom 56 (C): -0.115, atom 57 (C): -0.275, atom 58 (C): -0.230, atom 59 (C): -0.222, atom 60 (C): -0.266, atom 61 (C): -0.110, atom 62 (H): 0.065, atom 63 (H): 0.065, atom 64 (H): 0.073, atom 65 (H): 0.096, atom 66 (H): 0.100, atom 67 (H): 0.099, atom 68 (H): 0.109, atom 69 (H): 0.114, atom 70 (H): 0.105, atom 71 (H): 0.093, atom 72 (H): 0.097, atom 73 (H): 0.071, atom 74 (H): 0.066, atom 75 (H): 0.062, atom 76 (C): -0.115, atom 77 (C): -0.266, atom 78 (C): -0.230, atom 79 (C): -0.230, atom 80 (C): -0.271, atom 81 (C): -0.115, atom 82 (H): 0.066, atom 83 (H): 0.067, atom 84 (H): 0.074, atom 85 (H): 0.098, atom 86 (H): 0.104, atom 87 (H): 0.099, atom 88 (H): 0.109, atom 89 (H): 0.108, atom 90 (H): 0.098, atom 91 (H): 0.103, atom 92 (H): 0.098, atom 93 (H): 0.073, atom 94 (H): 0.067, atom 95 (H): 0.064

---

Question: Look up the ΔE to the lowest compared entry with this formula, charge and spin of the first one.
Answer: 3.205 eV

---

Question: Which of these has the lowest frontier orbital gap?
Answer: C27H63NO3P